1.
Density functional theory data (the ωB97M-V functional and the def2-TZVPD basis) for a molecular structure, C6H10NO.

Properties
Kohn-Sham gap   4.53 eV
Relative energy (zero: lowest compared OMol25 entry of this formula, charge and spin)   140.2 kcal per mole
Multiplicity   1
Net charge   +1
Maximum force   3.681 eV Å⁻¹

```
18
C6H10NO, DFT the ωB97M-V functional and the def2-TZVPD basis
O -2.411 -0.492 -1.174
H -3.738 -0.592 0.369
H -0.883 1.104 -0.581
H 2.534 -0.723 -1.326
H 1.721 2.252 0.712
C 0.707 0.437 0.175
H -1.739 -0.162 2.100
C 1.960 -1.413 -0.700
H -1.718 -0.959 -0.634
H 2.670 1.172 -0.438
H 2.576 -1.637 0.176
N 0.723 -0.795 -0.287
C 1.769 1.327 0.148
C -1.811 0.164 1.072
H -0.658 2.016 0.868
C -0.703 0.990 0.501
H 1.694 -2.344 -1.187
C -2.694 -0.343 0.203
```

2.
Density functional theory data (the ωB97M-V functional and the def2-TZVPD basis) for a molecular structure, C4H8BCsFINO4.

Properties
Kohn-Sham gap   9.68 eV
Multiplicity   1
Net charge   +1
Maximum force   10.064 eV Å⁻¹

```
21
C4H8BCsFINO4, DFT the ωB97M-V functional and the def2-TZVPD basis
H 0.987 0.821 2.708
C 0.234 -1.339 -1.182
H 1.231 -0.551 -2.963
O -1.950 0.609 -1.328
H -0.663 -1.078 -1.741
C -0.030 -0.984 0.288
H 0.299 -2.430 -1.221
H 2.264 -1.593 -1.980
H -0.432 -1.879 0.766
I 2.436 0.827 -1.020
C 1.475 -0.847 -1.946
B -0.832 0.682 1.974
O 0.329 1.394 2.302
H -2.497 -0.075 2.673
C -1.182 1.167 -0.334
O -0.797 2.291 -0.283
F -1.995 1.502 -2.411
O -1.754 0.487 2.919
N -1.008 0.119 0.588
Cs 3.000 1.610 1.339
H 0.885 -0.731 0.850
```

3.
Density functional theory data (the ωB97M-V functional and the def2-TZVPD basis) for a single C30H35N3O3 molecule.

Properties
Kohn-Sham gap   7.34 eV
Relative energy (zero: lowest compared OMol25 entry of this formula, charge and spin)   0.2 kcal per mole
Multiplicity   1
SMILES   O=C(c1c2ccccc2cc2ccccc12)N1CCC(N2CCC[C@@H](C(=O)N3CCOCC3)C2)CC1
Maximum force   0.497 eV Å⁻¹

```
71
C30H35N3O3, DFT the ωB97M-V functional and the def2-TZVPD basis
H -2.485 -0.737 1.471
C -2.735 2.980 0.379
H -2.551 -2.469 1.814
O 4.294 -0.741 -1.647
H 4.367 2.602 2.647
H 5.117 1.294 -1.911
C 3.719 -0.304 -0.666
C -1.108 -3.890 -0.105
H 4.225 2.741 -1.351
H 1.946 -0.546 0.530
H -2.536 -3.394 -1.680
C 4.776 1.847 -1.036
H 4.306 -2.455 0.896
C -1.648 2.454 -0.311
C -2.474 -3.378 -0.589
C 5.959 2.258 -0.158
C -2.878 0.366 -0.611
H -2.672 3.983 0.780
C -3.980 0.911 0.058
C -0.617 0.628 -1.572
C -6.160 2.048 1.411
C 4.671 2.040 1.762
H 1.790 -2.096 2.580
H -7.013 2.465 1.926
N 1.238 -3.118 -0.051
H -5.234 -0.830 -0.130
H 5.222 1.139 2.073
C 3.441 1.623 0.940
H 3.945 -1.109 1.984
H -0.408 4.202 -0.112
C -5.029 2.785 1.238
H 1.047 -4.269 1.664
H -1.199 -4.356 0.878
C -3.906 2.249 0.559
C 2.176 -2.268 -0.742
C -2.936 -1.050 -1.112
N -2.669 -1.999 -0.179
H -0.262 -2.180 2.075
H 2.814 0.963 1.534
C 2.766 -1.160 0.149
C 1.820 -3.718 1.128
H -0.193 -0.781 0.988
O -3.223 -1.325 -2.262
C 0.593 2.672 -1.200
C -1.725 1.126 -0.839
H 2.568 -4.442 0.781
H 3.001 -2.889 -1.105
H -0.278 -2.144 -0.972
H -3.285 -3.996 -0.187
H 6.554 1.367 0.093
C 2.522 -2.731 2.077
C -0.457 3.199 -0.512
C -0.605 -1.783 1.120
H 3.055 -3.297 2.843
C -6.234 0.729 0.915
C -0.142 -2.696 -0.037
C -2.143 -1.716 1.133
H -0.721 -4.636 -0.797
H 6.590 2.984 -0.671
H -4.966 3.797 1.611
H 1.691 -1.825 -1.614
H -0.700 -0.347 -2.027
H 2.865 2.520 0.681
C 3.499 -1.845 1.309
H 1.347 0.981 -2.303
H -7.143 0.164 1.058
H 1.490 3.252 -1.359
N 3.882 0.988 -0.280
C 0.510 1.372 -1.743
O 5.516 2.888 1.026
C -5.176 0.175 0.261
```